(1)
Density functional theory data (ωB97M-V/def2-TZVPD) for 2 unconnected molecules or ions with the total composition C21H42N4O4PS in a non-equilibrium geometry.

The geometry in ORCA input format:
```
! RIJCOSX wB97M-V def2-TZVPD def2/J DEFGRID3
* xyz 1 1
H -0.9552 5.5286 -4.1947
C 4.4429 0.1665 2.7055
H 6.4107 1.0919 2.7556
H 0.5067 1.1693 2.9254
C -0.8734 1.6473 1.3099
H 1.2811 1.0573 1.3087
C 0.5451 -0.7411 -1.2308
N -0.7622 -1.2644 0.8708
H -2.0192 1.2716 3.1943
H 6.2856 1.2444 5.3611
H -0.7195 -1.3218 -3.8419
H -0.4569 4.8621 -2.6068
O -1.0888 3.4273 -4.0051
C -1.7658 -1.1830 -3.4585
H -1.0708 0.7681 -2.7758
C -2.6235 1.0818 -4.2436
O 2.2450 0.9735 3.9037
N -1.7619 -1.9594 -1.0049
H 1.4836 -3.0259 -2.1743
H 0.6490 4.6440 -4.0351
H -0.4482 2.6011 0.8913
C 0.1473 -0.7258 1.9152
H 1.1135 -1.2836 1.8220
C 4.3311 0.2864 5.3662
H 3.5090 -1.3642 0.1923
H 6.2740 -0.3884 4.7040
O -4.6988 -3.9103 -1.1206
H -2.8306 4.5149 -3.7258
C 1.8902 -1.4020 -0.7311
H -3.2082 -2.4568 -2.4477
H -1.5560 -3.2391 -2.6897
C -2.3818 3.5377 -3.3936
H -0.2645 -0.9986 2.9152
H -3.9944 2.7550 -4.6607
O 2.8612 -1.4730 4.0365
H 3.9650 0.5974 1.8273
H -2.4214 -1.3852 -4.3466
H -4.1864 -4.7156 -1.3243
H 3.1806 -3.0256 -1.6072
H 0.5596 0.3658 -1.0427
C -1.9535 -1.8705 1.3291
N 2.6954 -0.7634 0.0099
H 5.1065 2.1059 3.3819
H 1.7799 -3.6093 -0.5153
H 3.9480 1.1686 5.8789
H 4.8696 -0.8081 2.4617
H -2.6982 -4.5706 1.4633
S 3.2333 -0.0770 3.9967
C -0.4167 4.6650 -3.7126
H -1.7754 1.2640 -4.9495
C -1.8951 2.0853 2.4407
N -3.7172 -4.6064 1.3260
C 2.1337 -2.8608 -1.2700
H -3.3705 0.4637 -4.8168
H -2.2381 3.5954 -2.2831
P -4.1684 -3.2154 0.3168
C 5.7099 0.5469 4.7523
C -2.5410 -2.2987 0.1034
C 0.3486 0.8350 1.8758
H -2.8959 2.2725 1.9687
H -1.4230 1.1479 0.4753
C -2.0680 0.2915 -2.9809
H -2.7461 0.3640 -2.0996
C -3.3740 2.3917 -3.8038
H -3.9960 2.1346 -2.9147
H 4.3465 -0.5617 6.0487
C -0.6639 -1.3224 -0.4661
C -2.1002 -2.3005 -2.4018
C 5.4870 1.0819 3.3345
H 0.5230 -0.9073 -2.3277
H -2.2746 -1.9783 2.3768
H -1.5975 3.0528 2.9147
H -3.8621 -5.4446 0.7429
*
```

Output
total energy	-56725.1751	eV
lowest unoccupied orbital energy	-0.0902	Eh

(2)
Density functional theory data (ωB97M-V/def2-TZVPD) for 2 unconnected molecules or ions with the total composition C5H16N in a non-equilibrium geometry.

The geometry in ORCA input format:
```
! RIJCOSX wB97M-V def2-TZVPD def2/J DEFGRID3
* xyz 1 1
H -2.1441 0.1630 -0.6746
H 1.0598 -2.8579 -0.0251
H 2.1739 0.7136 -1.9630
H -3.6805 -0.0038 0.4327
C -1.7313 0.6295 1.3085
H 2.1722 -2.9885 -1.2596
H 2.6520 -2.2358 0.0227
C 2.5374 -0.0500 -1.3783
C -2.7357 0.5772 0.1623
C -1.3945 2.1494 1.5371
H -3.0941 1.5787 -0.0384
H -1.0216 2.4490 2.5810
H 3.4680 -0.4908 -1.8982
H -0.5774 2.2504 0.8678
H -0.6910 0.0622 1.1778
H 0.7377 -1.2898 -1.8995
H -2.0274 0.1319 2.2211
H 0.4925 -0.6421 -0.5142
H 2.7742 0.3680 -0.2866
N 1.8340 -2.3425 -0.5845
H -2.1801 2.8161 1.3190
C 1.3761 -0.9878 -1.1081
*
```

Output
total energy	-6926.2747	eV
energy relative to the best compared isomer or geometry (same formula, charge and spin)	1.805	eV
lowest unoccupied orbital energy	-0.1438	Eh

(3)
Density functional theory data (ωB97M-V/def2-TZVPD) for a single C5H8O2 molecule.

The geometry in ORCA input format:
```
! RIJCOSX wB97M-V def2-TZVPD def2/J DEFGRID3
* xyz 0 1
H -0.5785 -0.9987 1.4579
C -0.1117 0.4685 -0.0649
C 1.7169 -0.1487 1.7027
H -1.4436 0.5388 1.6576
H -1.9417 -0.6085 0.3945
C 0.0273 -0.3166 -1.3710
O 2.2463 1.1819 0.2769
H 1.6750 0.3972 2.6529
C -1.0841 -0.1842 0.9187
C 1.2203 0.5617 0.6087
H -0.4308 1.4830 -0.3328
H 0.3855 -1.3345 -1.1502
H 0.7733 0.1772 -2.0104
H -1.2047 -0.8833 -2.7658
O -1.2496 -0.3340 -1.9748
*
```

Output
total energy	-9405.5046	eV
energy relative to the best compared isomer or geometry (same formula, charge and spin)	4.328	eV
lowest unoccupied orbital energy	-0.0119	Eh

(4)
Density functional theory data (ωB97M-V/def2-TZVPD) for a molecular structure, C5H6O2 in a non-equilibrium geometry.

The geometry in ORCA input format:
```
! RIJCOSX wB97M-V def2-TZVPD def2/J DEFGRID3
* xyz 0 1
C -0.2651 -0.5087 0.2209
H 0.3565 2.3643 -0.7074
C -1.6859 -0.8108 -0.0962
H -2.0073 -0.2712 -0.9897
C 0.3936 1.5014 -0.0496
O 2.9083 -0.3088 0.9208
H 0.8400 0.1059 -1.6433
O 0.3546 -0.9197 1.2579
H -2.3435 -0.5430 0.7350
H -1.7888 -1.8902 -0.2627
C 1.8966 -0.4497 0.3770
C 0.7395 0.2050 -0.5624
H 0.4120 1.6767 1.0185
*
```

Output
total energy	-9373.1452	eV
energy relative to the best compared isomer or geometry (same formula, charge and spin)	3.950	eV
lowest unoccupied orbital energy (alpha / beta)	0.0159 / 0.0159	Eh